Formula: C16H30AlClF9MgN3O8
Source: OMol25
Level of theory: ωB97M-V/def2-TZVPD

```
69
C16H30AlClF9MgN3O8, DFT ωB97M-V/def2-TZVPD
Cl -4.7076 0.4982 1.9169
Al 0.8581 3.0459 3.3401
Mg 1.6988 0.5983 -2.1689
F 0.7170 4.4082 2.3304
F -2.7286 0.0318 -0.7484
F -0.2354 1.8846 2.7751
F 0.6219 3.4285 4.9484
F -5.8831 -1.3202 -2.2973
F 2.4079 2.3973 3.0704
F 2.0149 -0.0299 1.9601
F 0.4899 -0.3688 0.4458
F 2.5290 -1.0033 0.0851
O -7.0957 -1.0606 0.0891
O 1.1940 2.1741 0.2340
O 8.1112 1.9790 4.5441
O -4.6761 -6.0278 -6.2473
O 5.7709 3.7867 0.2605
O 3.0897 1.4601 -0.7371
O -5.6630 -2.6928 0.6213
O -5.7877 -4.7089 -4.8915
N -5.1393 -1.2686 -1.1041
N 4.9521 2.2403 1.6851
N 6.9059 3.3564 2.1862
C 8.4759 1.3468 5.5105
C 1.7714 -0.0590 0.6855
C -5.3202 -5.0236 -6.1167
C 2.0943 1.3043 -0.0223
C 9.0505 2.0271 6.7257
C -2.7631 -1.5506 1.0014
C 8.3761 -0.1567 5.5529
C 5.8815 3.1720 1.3170
C 1.3726 3.5462 -0.2706
C -6.4124 -3.4526 -4.5952
C -2.7539 -1.3339 -0.4949
C -5.9633 -1.7547 -0.0502
C -7.8864 -3.4466 -4.9415
C -3.8850 -1.9692 -1.2918
C 0.9224 3.6045 -1.7115
C -5.6631 -4.1402 -7.2956
H -5.8722 -2.6362 -5.0775
H -4.8349 -4.1836 -7.9982
H -1.7491 -1.6128 1.4044
H 2.4122 3.8388 -0.1282
H 4.1886 2.1485 1.0542
H 6.9851 2.8689 3.0632
H 10.0645 1.6687 6.9100
H 7.6027 4.0327 1.9375
H 4.9742 1.7106 2.5352
H -8.3958 -4.2546 -4.4168
H 0.7537 4.1477 0.3890
H 1.5700 3.0095 -2.3827
H -6.8843 -0.1208 -0.0313
H 0.9805 4.6292 -2.0733
H 9.0680 3.1031 6.5716
H -1.8182 -1.7461 -0.9048
H -3.6320 -1.8827 -2.3495
H 7.9497 -0.5242 4.6227
H -3.9724 -3.0365 -1.0691
H -3.1895 -0.5917 1.4549
H -0.1092 3.2605 -1.8140
H 7.7461 -0.4643 6.3890
H -5.8494 -3.1000 -7.0430
H -8.3373 -2.4993 -4.6448
H -6.2857 -3.3288 -3.5247
H 9.3666 -0.5917 5.6952
H -6.5490 -4.5479 -7.7814
H -8.0529 -3.5863 -6.0100
H 8.4432 1.7959 7.6022
H -3.3155 -2.4290 1.3189
```

The LUMO energy comes out at -5.9 eV. Its HOMO-LUMO gap is 2.08 eV.



Formula: C16H30BF8NO20S4Zr
Source: OMol25
Level of theory: ωB97M-V/def2-TZVPD

```
81
C16H30BF8NO20S4Zr, DFT ωB97M-V/def2-TZVPD
Zr -1.1488 -1.9012 -0.8258
S -2.3645 4.8926 -0.7465
S -3.2427 -0.2627 -2.9455
S -2.8474 -2.5363 -3.7636
S 2.2349 0.5011 4.8848
F -2.9914 0.5796 -1.5998
F -4.8017 -3.0632 -0.1421
F -6.3134 -1.7660 0.6201
F -3.6999 -3.5060 -2.8611
F 5.8782 3.7808 1.3241
F 5.4224 1.8678 2.2474
F -5.0478 -2.8239 2.0104
F 6.9062 1.9603 0.6648
O 1.0510 0.6542 5.6773
O 0.2194 -2.8671 -2.3783
O -2.9811 -1.2181 0.3568
O -3.4096 5.0367 0.2297
O 2.1918 1.6317 3.7030
O 2.1386 -0.7571 3.8644
O 2.2248 -4.5101 -3.6550
O -2.7231 4.7675 -2.1319
O -1.2921 6.0810 -0.5933
O 4.4615 1.0004 -0.2583
O 3.8361 3.1440 -0.2321
O -0.3810 -2.2195 1.2243
O -1.7828 -3.3401 -4.2653
O -2.5133 0.5242 -3.9103
O -1.8255 -3.9942 -0.5537
O -3.8377 -2.1667 -4.7327
O -1.2775 3.7591 -0.3146
O -4.4151 -0.0139 1.4742
O -4.6727 -0.2763 -2.9390
O 3.5325 0.4865 5.5078
N -2.4598 -1.5548 -2.4158
C 0.0536 5.6422 -0.7860
C -5.0684 -2.2336 0.8216
C -3.5244 1.1044 1.6080
C -0.7303 -3.4491 1.8010
C 4.6247 2.2741 0.0238
C 0.0693 4.1634 -0.3505
C 5.7315 2.4766 1.0915
C -2.2289 0.7444 2.3071
C 1.7880 1.0599 2.4692
C -1.4925 -4.4430 0.7674
C 3.2889 0.5105 -0.9246
C 2.5072 -4.1714 -2.3550
C -4.0735 -1.0752 0.8376
C 1.4775 -3.1677 -1.7599
C 3.2655 0.9308 -2.3740
C 2.4384 -0.3237 2.5212
B -0.0481 0.0818 -1.0056
H -0.8865 -5.3527 0.6813
H -2.4797 -4.8162 1.0868
H -1.6671 -0.1280 1.9707
H 0.3670 1.1430 -1.1707
H -4.0229 1.8876 2.1716
H 1.2665 -3.2972 -0.6783
H 0.3112 5.8172 -1.8318
H 2.3765 0.7935 -0.3968
H 2.2347 -1.1070 1.7949
H 0.5824 3.8793 0.5658
H 3.5312 -3.7706 -2.2143
H 3.2914 -0.5788 -0.8934
H 3.2462 1.9892 -2.6198
H -0.8354 0.0792 -0.2210
H 0.7066 1.0308 2.3255
H -0.6627 -0.2121 -1.8873
H 0.6834 6.3405 -0.2358
H 0.2069 -4.0016 1.9656
H 4.2019 0.5424 -2.7926
H 0.7122 -0.6723 -0.6880
H -1.5550 1.5904 2.4460
H 2.2085 1.6896 1.6847
H 2.4993 0.3452 -2.8848
H 1.8934 -2.1340 -1.7980
H -2.4470 0.4528 3.3447
H -1.1819 -3.3974 2.8006
H 2.4263 -5.1044 -1.7560
H -3.3324 1.5113 0.6139
H 0.6491 3.6736 -1.1376
H 3.5287 -0.2078 2.5368
```

Its net charge is -2. The LUMO energy comes out at 3.3 eV. Its HOMO-LUMO gap is 3.29 eV.



Formula: C16H30ClN2O4Ti
Source: OMol25
Level of theory: ωB97M-V/def2-TZVPD

```
54
C16H30ClN2O4Ti, DFT ωB97M-V/def2-TZVPD
Ti -0.0234 0.3145 -0.3664
Cl 1.6143 1.8238 -1.7823
O -2.0262 0.9633 -1.3037
O -3.9973 1.8346 -1.8863
O -1.0870 1.3932 1.3590
O -0.6591 2.8523 3.0500
N 1.7369 -1.0457 0.6668
N -0.4989 -1.8176 -1.5771
C 0.2782 0.8864 4.1221
C 2.3778 -4.5195 -1.0666
C -6.1333 0.8848 -1.5703
C -2.7133 1.7042 -1.9879
C 0.0712 -4.3361 -2.0418
C -2.0630 2.5051 -3.1067
C 4.1670 -0.6709 -0.2178
C -0.2521 -2.9191 -1.7805
C -4.7785 1.0405 -0.9498
C 0.5715 2.1904 3.3733
C 1.5271 -4.6139 -2.3499
C 2.8003 -0.8701 0.2685
C 4.8366 0.5525 0.4310
C 4.9254 0.4188 1.9371
C -2.7989 2.9137 1.9611
C -1.4192 2.2923 2.1156
H -0.3884 -4.9535 -1.2711
H 4.3063 1.4585 0.1326
H 1.5607 -5.6584 -2.6724
H 1.8953 -4.0226 -3.1833
H -6.8374 0.3677 -0.9158
H -0.0804 0.1369 3.4158
H -6.5988 1.8527 -1.7700
H -0.4737 1.1006 4.8814
H -2.4971 2.1791 -4.0524
H -3.5212 2.1166 2.1369
H 1.0697 2.8789 4.0501
H 2.7845 -3.5201 -0.9147
H -2.8837 3.3439 0.9669
H 1.1587 0.4713 4.6124
H -4.7925 1.4921 0.0356
H -1.0116 2.2185 -3.0714
H -6.0604 0.3093 -2.4919
H 1.7804 -4.7958 -0.2000
H 5.3578 1.3222 2.3733
H 5.6063 -0.3800 2.2459
H -2.9498 3.6641 2.7376
H 5.8248 0.6543 -0.0216
H -2.1226 3.5862 -3.0154
H 4.1658 -0.6321 -1.3064
H 3.9678 0.2340 2.4237
H 3.2562 -5.1682 -1.0784
H -0.5447 -4.5397 -2.9308
H -4.2905 0.0658 -0.9223
H 1.1214 2.0018 2.4520
H 4.7410 -1.5613 0.0560
```

The spin multiplicity is 4. The LUMO energy (alpha / beta) comes out at 0.7 / 0.7 eV. Its HOMO-LUMO gap (alpha / beta) is 3.94 / 8.97 eV.



Formula: C16H30F3IN3O6S3
Source: OMol25
Level of theory: ωB97M-V/def2-TZVPD

```
62
C16H30F3IN3O6S3, DFT ωB97M-V/def2-TZVPD
I 2.3472 3.1567 -1.2069
S -3.2961 0.1834 -5.5802
S -0.7100 2.7948 -3.8426
S 3.8782 -1.8931 3.5842
F -4.1755 -1.2677 1.4148
F -3.2718 -0.0865 3.0231
F -4.7160 1.4114 0.3322
O 4.0699 -0.5718 4.1055
O -2.3459 -0.3070 -4.6218
O -4.6504 -0.6225 -5.4462
O -2.9394 0.2782 -6.9604
O 4.1690 -2.1743 2.2094
O 4.6094 -2.9462 4.5034
N -0.6209 3.4671 -1.1741
N 0.3808 3.4419 0.9747
N 1.3850 0.7749 0.3692
C 1.5092 -0.6758 0.2979
C 6.0481 -3.0959 4.3701
C -2.3408 1.7104 0.5427
C -3.9523 -2.9852 -5.2585
C -4.7214 -1.9428 -6.0423
C 2.2333 -2.4027 3.9531
C -3.8977 1.7338 -5.0097
C 0.1525 1.2787 -0.2337
C 6.8179 -1.9428 4.9779
C -3.5874 0.9647 0.9360
C -3.6702 -0.1032 1.7663
C -1.1107 0.7939 0.5330
C 1.1052 2.6786 2.0645
C 0.3317 2.7863 -0.3561
C -0.6445 3.2864 -2.3860
C 1.5939 1.2477 1.7342
H 2.6534 1.1713 1.9777
H -4.1240 -3.9717 -5.6883
H 7.8862 -2.1543 4.9445
H -2.2253 2.5503 1.2454
H -4.3857 -1.8912 -7.0785
H 6.6389 -1.0141 4.4381
H 1.3921 -0.9673 -0.7469
H 0.4182 2.6096 2.9046
H -2.8814 -2.7885 -5.2776
H 6.3013 -3.2399 3.3192
H -5.7807 -2.1882 -6.0547
H -0.5642 3.6789 1.2933
H 2.0865 -2.3574 5.0288
H -4.2678 -2.9903 -4.2150
H 6.2824 -4.0208 4.8913
H 2.0818 -3.4109 3.5775
H 0.8462 4.3430 0.8388
H -4.6359 2.1216 -5.7056
H -4.3260 1.5989 -4.0196
H 6.5173 -1.7839 6.0132
H 2.5419 -0.9117 0.5553
H -3.0290 2.3860 -4.9634
H -2.5713 2.1063 -0.4448
H 0.7936 -1.2255 0.9205
H -1.4314 -0.1287 0.0482
H 0.1234 0.8381 -1.2304
H 1.0750 0.5674 2.4245
H 1.5635 -1.7061 3.4530
H 1.9297 3.2938 2.4117
H -0.8887 0.5140 1.5654
```

Its net charge is +1. The LUMO energy comes out at -3.7 eV. Its HOMO-LUMO gap is 7.65 eV.



Formula: C16H30F7N4O4P2S
Source: OMol25
Level of theory: ωB97M-V/def2-TZVPD

```
64
C16H30F7N4O4P2S, DFT ωB97M-V/def2-TZVPD
S 2.0011 -0.1440 4.1322
P 1.4758 -1.4366 -2.2826
P 0.6699 0.6817 2.9894
F 4.6999 2.9536 0.6298
F 2.6212 3.3741 0.2422
F -5.1299 0.5578 2.2568
F -5.4103 -1.5786 2.5391
F -4.2613 -0.4219 3.9799
F 0.9486 1.2089 -2.6470
F 3.2769 3.0342 2.2619
O 2.1268 -3.5622 1.6663
O -3.4425 -0.8721 1.9404
O 1.3960 -2.7000 0.7665
O 4.2272 0.4938 0.1221
N 1.6002 -2.9939 -2.2483
N 1.1430 -0.4399 0.4224
N -1.4116 0.7334 0.0138
N -2.3378 -1.8981 -3.3672
C 1.8567 0.8807 0.1671
C -0.3500 1.4243 -2.1393
C 0.3906 -0.8024 -0.8627
C -2.8155 0.9813 -0.3658
C 3.4751 2.6409 0.9892
C 0.1297 -0.4164 1.5691
C -4.5556 -0.5905 2.6754
C 2.1372 -1.5102 0.7641
C -2.2952 -0.0572 2.2237
C 0.3209 3.8431 -2.4590
C -0.7075 0.2258 -1.2009
C -1.3213 -0.2726 1.0640
C -2.0396 -4.0215 -1.8901
C -0.4572 2.8450 -1.5935
C -2.2206 -2.8257 -2.6997
C 3.2017 1.1016 0.8746
H 2.0534 0.9416 -0.8994
H -2.8129 -4.0859 -1.1260
H 2.0941 -4.3979 1.1729
H -0.5051 1.0386 3.6471
H -1.8803 -0.3987 3.1734
H 2.6722 -0.7030 -2.2326
H -1.6271 -1.2568 0.6671
H 0.1734 -1.4152 2.0085
H 2.9492 -1.5110 0.0339
H 0.2347 3.5995 -3.5195
H -0.0804 4.8460 -2.3055
H -0.1713 2.9217 -0.5489
H 2.5289 -1.3172 1.7670
H 1.0469 1.9029 2.4327
H 1.3785 3.8559 -2.1986
H -3.3883 0.0489 -0.4270
H -1.4361 -0.4007 -1.7171
H 1.1348 1.6589 0.3851
H -2.5928 0.9920 2.3069
H -3.3040 1.6467 0.3467
H -1.0560 -4.0104 -1.4193
H -2.8555 1.4619 -1.3409
H -0.1177 -1.7410 -0.6295
H 3.2120 0.7467 1.9107
H -1.0231 1.3756 -3.0008
H -1.5179 3.1101 -1.6281
H 0.7826 -0.9857 -3.4013
H 2.5587 -3.3024 -2.1270
H -2.0982 -4.9072 -2.5200
H 4.7049 -0.1502 0.6557
```

Its net charge is +1. The LUMO energy comes out at -2.5 eV. Its HOMO-LUMO gap is 9.78 eV.



Formula: C16H30IN4OSiV
Source: OMol25
Level of theory: ωB97M-V/def2-TZVPD

```
54
C16H30IN4OSiV, DFT ωB97M-V/def2-TZVPD
I -1.1723 -0.2763 -2.8633
V 0.3118 0.0497 -0.9155
Si -1.3002 -0.0990 2.3615
O 3.0443 1.1360 -1.5973
N 0.6366 -3.1094 -1.3659
N -1.7618 2.4318 -0.9160
N 0.1241 3.1256 -0.1183
N 2.3647 -2.3395 -0.3462
C 3.2623 -1.5693 0.4842
C 1.5516 -4.1400 -1.2929
C -0.5143 1.9946 -0.5555
C 0.2948 -0.1460 1.2808
C -0.8673 -0.6120 4.1078
C -2.4680 -1.3173 1.5613
C 2.6384 -3.6585 -0.6561
C -2.9236 1.6227 -1.2341
C -2.0987 1.5831 2.5076
C 1.9578 0.6443 -1.4901
C 1.1382 -1.9594 -0.8281
C 1.3959 3.2138 0.5696
C -0.7213 4.2165 -0.1891
C -0.6945 -3.3145 -1.8980
C 2.0468 0.0771 -3.8561
C -1.8920 3.7889 -0.6846
H -2.6391 1.6389 3.4658
H -3.3387 -1.4788 2.2167
H -0.5643 -1.6627 4.1648
H -0.8002 -4.3815 -2.1305
H 1.5451 4.2734 0.7907
H -2.8156 4.3069 -0.9016
H -2.8376 -0.9758 0.5854
H -1.9678 -2.2856 1.4003
H -0.4167 5.1999 0.1426
H 3.6670 -0.6838 -0.0197
H 2.7236 -0.6293 -3.3695
H -1.7277 -0.4751 4.7756
H -2.8193 1.7925 1.7114
H -1.4729 -3.0361 -1.1690
H -3.7742 2.2970 -1.3550
H 2.3278 1.1306 -3.8496
H 2.7715 -1.2486 1.4098
H -0.8610 -2.7239 -2.8245
H 1.3410 -5.1176 -1.6794
H 4.0879 -2.2430 0.7396
H 1.0345 0.5885 1.7051
H 2.2268 2.8440 -0.0328
H -0.0376 -0.0153 4.5047
H -3.1031 0.8214 -0.5051
H 1.5679 -0.2509 -4.8029
H 0.7358 -1.1319 1.5410
H -2.7739 1.1720 -2.2281
H -1.3695 2.4016 2.4896
H 1.3822 2.6686 1.5183
H 3.5549 -4.1381 -0.3595
```

The spin multiplicity is 3. Its net charge is -2. The LUMO energy (alpha / beta) comes out at 4.9 / 4.8 eV. Its HOMO-LUMO gap (alpha / beta) is 2.73 / 2.63 eV.



Repeat the third record exactly.
Formula: C16H30ClN2O4Ti
Source: OMol25
Level of theory: ωB97M-V/def2-TZVPD

```
54
C16H30ClN2O4Ti, DFT ωB97M-V/def2-TZVPD
Ti -0.0234 0.3145 -0.3664
Cl 1.6143 1.8238 -1.7823
O -2.0262 0.9633 -1.3037
O -3.9973 1.8346 -1.8863
O -1.0870 1.3932 1.3590
O -0.6591 2.8523 3.0500
N 1.7369 -1.0457 0.6668
N -0.4989 -1.8176 -1.5771
C 0.2782 0.8864 4.1221
C 2.3778 -4.5195 -1.0666
C -6.1333 0.8848 -1.5703
C -2.7133 1.7042 -1.9879
C 0.0712 -4.3361 -2.0418
C -2.0630 2.5051 -3.1067
C 4.1670 -0.6709 -0.2178
C -0.2521 -2.9191 -1.7805
C -4.7785 1.0405 -0.9498
C 0.5715 2.1904 3.3733
C 1.5271 -4.6139 -2.3499
C 2.8003 -0.8701 0.2685
C 4.8366 0.5525 0.4310
C 4.9254 0.4188 1.9371
C -2.7989 2.9137 1.9611
C -1.4192 2.2923 2.1156
H -0.3884 -4.9535 -1.2711
H 4.3063 1.4585 0.1326
H 1.5607 -5.6584 -2.6724
H 1.8953 -4.0226 -3.1833
H -6.8374 0.3677 -0.9158
H -0.0804 0.1369 3.4158
H -6.5988 1.8527 -1.7700
H -0.4737 1.1006 4.8814
H -2.4971 2.1791 -4.0524
H -3.5212 2.1166 2.1369
H 1.0697 2.8789 4.0501
H 2.7845 -3.5201 -0.9147
H -2.8837 3.3439 0.9669
H 1.1587 0.4713 4.6124
H -4.7925 1.4921 0.0356
H -1.0116 2.2185 -3.0714
H -6.0604 0.3093 -2.4919
H 1.7804 -4.7958 -0.2000
H 5.3578 1.3222 2.3733
H 5.6063 -0.3800 2.2459
H -2.9498 3.6641 2.7376
H 5.8248 0.6543 -0.0216
H -2.1226 3.5862 -3.0154
H 4.1658 -0.6321 -1.3064
H 3.9678 0.2340 2.4237
H 3.2562 -5.1682 -1.0784
H -0.5447 -4.5397 -2.9308
H -4.2905 0.0658 -0.9223
H 1.1214 2.0018 2.4520
H 4.7410 -1.5613 0.0560
```

The spin multiplicity is 4. The LUMO energy (alpha / beta) comes out at 0.7 / 0.7 eV. Its HOMO-LUMO gap (alpha / beta) is 3.94 / 8.97 eV.



Copy entry 6 word for word.
Formula: C16H30IN4OSiV
Source: OMol25
Level of theory: ωB97M-V/def2-TZVPD

```
54
C16H30IN4OSiV, DFT ωB97M-V/def2-TZVPD
I -1.1723 -0.2763 -2.8633
V 0.3118 0.0497 -0.9155
Si -1.3002 -0.0990 2.3615
O 3.0443 1.1360 -1.5973
N 0.6366 -3.1094 -1.3659
N -1.7618 2.4318 -0.9160
N 0.1241 3.1256 -0.1183
N 2.3647 -2.3395 -0.3462
C 3.2623 -1.5693 0.4842
C 1.5516 -4.1400 -1.2929
C -0.5143 1.9946 -0.5555
C 0.2948 -0.1460 1.2808
C -0.8673 -0.6120 4.1078
C -2.4680 -1.3173 1.5613
C 2.6384 -3.6585 -0.6561
C -2.9236 1.6227 -1.2341
C -2.0987 1.5831 2.5076
C 1.9578 0.6443 -1.4901
C 1.1382 -1.9594 -0.8281
C 1.3959 3.2138 0.5696
C -0.7213 4.2165 -0.1891
C -0.6945 -3.3145 -1.8980
C 2.0468 0.0771 -3.8561
C -1.8920 3.7889 -0.6846
H -2.6391 1.6389 3.4658
H -3.3387 -1.4788 2.2167
H -0.5643 -1.6627 4.1648
H -0.8002 -4.3815 -2.1305
H 1.5451 4.2734 0.7907
H -2.8156 4.3069 -0.9016
H -2.8376 -0.9758 0.5854
H -1.9678 -2.2856 1.4003
H -0.4167 5.1999 0.1426
H 3.6670 -0.6838 -0.0197
H 2.7236 -0.6293 -3.3695
H -1.7277 -0.4751 4.7756
H -2.8193 1.7925 1.7114
H -1.4729 -3.0361 -1.1690
H -3.7742 2.2970 -1.3550
H 2.3278 1.1306 -3.8496
H 2.7715 -1.2486 1.4098
H -0.8610 -2.7239 -2.8245
H 1.3410 -5.1176 -1.6794
H 4.0879 -2.2430 0.7396
H 1.0345 0.5885 1.7051
H 2.2268 2.8440 -0.0328
H -0.0376 -0.0153 4.5047
H -3.1031 0.8214 -0.5051
H 1.5679 -0.2509 -4.8029
H 0.7358 -1.1319 1.5410
H -2.7739 1.1720 -2.2281
H -1.3695 2.4016 2.4896
H 1.3822 2.6686 1.5183
H 3.5549 -4.1381 -0.3595
```

The spin multiplicity is 3. Its net charge is -2. The LUMO energy (alpha / beta) comes out at 4.9 / 4.8 eV. Its HOMO-LUMO gap (alpha / beta) is 2.73 / 2.63 eV.